11 unconnected molecules or ions with the total composition C35H94N2O11 in a non-equilibrium geometry, computed with wB97M-V/def2-TZVPD.

## Properties
Electronic energy (eV): -63317.102
LUMO (eV): 0.2
Structure (SMILES): COC[C@H](C)N.COC[C@H](C)N.CC(C)O.CC(C)O.CC(C)O.CC(C)O.CC(C)O.CC(C)O.CC(C)O.CC(C)O.CC(C)O
Spin multiplicity: 1
Relative energy (zero: lowest compared OMol25 entry of this formula, charge and spin) (kcal per mole): 78.7
HOMO-LUMO gap (eV): 9.26

CARTESIAN COORDINATES (ANGSTROEM)
C1 -2.05 5.27 -2.15
C2 -1.94 6.37 -1.14
C3 -3.24 6.44 -0.37
O1 -0.89 6.10 -0.27
H1 -2.06 4.28 -1.70
H2 -1.24 5.45 -2.86
H3 -2.99 5.37 -2.70
H4 -1.76 7.33 -1.62
H5 -3.51 5.46 0.01
H6 -4.08 6.75 -0.99
H7 -3.17 7.19 0.42
H8 -0.08 6.01 -0.77
C4 -3.90 0.42 -5.41
C5 -4.95 0.52 -6.46
C6 -6.33 0.76 -6.01
O2 -4.60 1.63 -7.24
H9 -2.98 0.06 -5.86
H10 -4.18 -0.38 -4.73
H11 -3.76 1.36 -4.88
H12 -4.87 -0.37 -7.10
H13 -6.75 -0.08 -5.47
H14 -6.95 1.03 -6.87
H15 -6.40 1.63 -5.35
H16 -4.73 1.39 -8.16
C7 3.89 4.44 0.28
C8 4.42 4.93 -1.11
C9 4.86 3.76 -2.10
O3 3.39 5.56 -1.85
H17 4.67 3.98 0.89
H18 3.02 3.78 0.25
H19 3.59 5.31 0.85
H20 5.29 5.58 -1.01
H21 4.13 2.95 -2.16
H22 5.82 3.43 -1.72
H23 5.02 4.06 -3.14
H24 3.80 6.02 -2.59
C10 5.35 -2.92 1.03
C11 5.88 -3.68 2.23
C12 6.68 -4.92 1.78
O4 6.76 -2.86 2.97
H25 6.20 -2.77 0.36
H26 4.96 -1.91 1.14
H27 4.57 -3.48 0.52
H28 5.02 -3.98 2.83
H29 5.95 -5.65 1.43
H30 7.31 -5.36 2.56
H31 7.40 -4.75 0.98
H32 6.32 -2.18 3.49
C13 -0.36 -0.71 0.84
C14 -0.57 -0.64 -0.69
C15 0.52 0.10 -1.50
O5 -0.47 -1.98 -1.12
H33 0.65 -1.06 1.04
H34 -1.11 -1.26 1.41
H35 -0.34 0.30 1.25
H36 -1.53 -0.18 -0.91
H37 0.42 1.17 -1.33
H38 0.31 -0.02 -2.56
H39 1.56 -0.18 -1.34
H40 -1.10 -2.57 -0.70
C16 1.34 2.30 -7.87
C17 2.72 2.29 -7.25
C18 3.29 0.89 -7.02
O6 3.52 2.89 -8.29
H41 1.26 1.78 -8.83
H42 0.91 3.30 -7.88
H43 0.61 1.91 -7.16
H44 2.73 2.88 -6.34
H45 4.35 0.99 -6.79
H46 3.29 0.21 -7.87
H47 2.83 0.46 -6.12
H48 3.30 2.34 -9.05
C19 -4.35 0.24 5.01
C20 -5.33 0.73 3.94
C21 -4.73 1.20 2.62
O7 -6.08 -0.39 3.61
H49 -3.79 1.12 5.33
H50 -3.68 -0.41 4.46
H51 -4.74 -0.39 5.81
H52 -6.03 1.43 4.41
H53 -4.26 0.35 2.13
H54 -4.00 1.99 2.78
H55 -5.48 1.67 2.00
H56 -6.90 -0.10 3.21
C22 -1.89 -5.90 -5.21
C23 -0.43 -5.52 -5.20
C24 -0.11 -4.20 -5.77
O8 -0.07 -5.48 -3.84
H57 -2.30 -5.80 -6.22
H58 -2.58 -5.36 -4.56
H59 -2.00 -6.93 -4.88
H60 0.12 -6.35 -5.66
H61 0.20 -4.24 -6.82
H62 0.70 -3.71 -5.24
H63 -0.99 -3.57 -5.67
H64 -0.35 -4.63 -3.49
C25 -0.11 4.36 5.13
C26 -0.70 5.38 6.05
C27 -2.20 5.50 5.93
O9 -0.39 5.03 7.43
H65 -0.21 3.34 5.51
H66 0.94 4.54 4.92
H67 -0.58 4.43 4.15
H68 -0.26 6.35 5.80
H69 -2.72 6.23 6.55
H70 -2.67 4.56 6.24
H71 -2.49 5.82 4.93
H72 -0.49 4.08 7.53
C28 2.56 -0.86 5.53
C29 3.43 -0.82 6.84
C30 4.28 0.48 6.85
O10 5.12 0.60 5.65
C31 5.90 1.83 5.51
N1 2.54 -0.97 7.91
H73 1.75 -1.58 5.63
H74 3.19 -1.13 4.68
H75 2.19 0.13 5.28
H76 4.12 -1.67 6.84
H77 4.95 0.39 7.71
H78 3.62 1.34 6.91
H79 6.56 1.98 6.36
H80 5.17 2.64 5.51
H81 6.46 1.83 4.57
H82 2.34 -1.96 8.00
H83 3.07 -0.75 8.74
C32 -1.32 -6.95 1.48
C33 -2.89 -7.16 1.33
C34 -3.44 -6.66 -0.01
O11 -3.34 -5.24 -0.27
C35 -4.41 -4.48 0.27
N2 -3.08 -8.58 1.45
H84 -0.83 -7.57 0.73
H85 -1.04 -7.23 2.50
H86 -1.04 -5.91 1.34
H87 -3.35 -6.60 2.14
H88 -4.46 -7.02 -0.17
H89 -2.81 -7.10 -0.77
H90 -4.30 -3.44 -0.04
H91 -4.31 -4.48 1.36
H92 -5.37 -4.91 -0.02
H93 -2.59 -9.01 0.68
H94 -2.74 -9.02 2.30

---

13 unconnected molecules or ions with the total composition C35H96B2F17N8O17S3 in a non-equilibrium geometry, computed with wB97M-V/def2-TZVPD.

## Properties
Total charge: +3
Electronic energy (eV): -164625.065
LUMO (eV): -4.9
Spin multiplicity: 1
Relative energy (zero: lowest compared OMol25 entry of this formula, charge and spin) (kcal per mole): 3.0
HOMO-LUMO gap (eV): 9.76

CARTESIAN COORDINATES (ANGSTROEM)
C1 29.01 17.87 11.06
C2 27.53 17.87 10.89
C3 26.90 16.72 10.09
O1 25.62 17.27 9.93
C4 24.58 16.58 9.37
N1 26.90 17.78 12.27
H1 26.92 18.68 12.79
H2 25.92 17.48 12.13
H3 27.28 17.00 12.80
H4 29.26 18.59 11.84
H5 29.40 18.13 10.09
H6 29.35 16.87 11.37
H7 27.23 18.84 10.47
H8 27.01 15.72 10.57
H9 27.49 16.65 9.19
H10 23.76 17.30 9.23
H11 24.17 15.77 9.97
H12 24.82 16.07 8.43
C5 10.67 12.42 13.54
C6 11.07 10.97 13.90
C7 11.30 9.96 12.79
O2 11.61 8.71 13.46
C8 11.56 7.55 12.70
N2 12.32 10.87 14.78
H13 12.51 9.91 15.05
H14 13.14 11.16 14.27
H15 12.31 11.49 15.60
H16 10.94 13.06 14.39
H17 9.59 12.59 13.38
H18 11.23 12.80 12.68
H19 10.31 10.56 14.61
H20 11.99 10.21 11.96
H21 10.32 9.85 12.29
H22 10.56 7.14 12.68
H23 12.37 6.94 13.14
H24 11.86 7.80 11.69
C9 17.83 15.37 6.72
C10 16.31 15.35 6.59
C11 15.72 15.05 7.94
O3 14.36 15.17 7.69
C12 13.51 15.08 8.87
N3 15.64 16.58 6.01
H25 15.65 16.61 4.98
H26 14.72 16.52 6.47
H27 16.02 17.50 6.32
H28 18.18 14.52 7.33
H29 18.29 16.28 7.11
H30 18.21 15.24 5.74
H31 15.98 14.57 5.90
H32 16.03 15.79 8.72
H33 16.05 14.06 8.27
H34 13.90 15.69 9.72
H35 13.50 14.04 9.21
H36 12.53 15.47 8.62
C13 15.70 20.20 16.53
C14 14.92 18.96 16.93
C15 13.91 18.32 15.98
O4 13.63 16.96 16.44
C16 13.08 16.10 15.47
N4 15.86 17.92 17.40
H37 16.52 17.53 16.68
H38 16.47 18.25 18.12
H39 15.39 17.09 17.75
H40 15.04 21.11 16.43
H41 16.12 20.12 15.53
H42 16.45 20.50 17.27
H43 14.32 19.18 17.85
H44 14.20 18.21 14.98
H45 13.04 18.92 15.99
H46 13.88 15.55 14.96
H47 12.40 16.67 14.77
H48 12.40 15.42 15.98
C17 20.42 21.39 14.83
C18 20.15 19.95 14.37
C19 20.95 18.89 15.08
O5 20.81 19.02 16.45
C20 21.25 18.00 17.25
N5 18.75 19.67 14.62
H49 18.47 19.44 15.59
H50 18.00 20.35 14.34
H51 18.55 18.76 14.03
H52 19.66 22.14 14.55
H53 21.38 21.81 14.56
H54 20.36 21.33 15.93
H55 20.21 19.91 13.24
H56 21.98 18.87 14.79
H57 20.40 17.98 14.72
H58 20.91 18.23 18.28
H59 22.33 17.91 17.22
H60 20.84 16.99 16.97
C21 18.11 7.45 11.84
C22 19.20 7.21 10.71
C23 19.26 8.11 9.42
O6 20.14 9.23 9.64
C24 19.53 10.32 10.25
N6 20.59 7.22 11.25
H61 20.80 6.33 11.77
H62 21.15 7.14 10.40
H63 20.99 8.01 11.87
H64 18.33 8.47 12.27
H65 18.04 6.64 12.57
H66 17.17 7.58 11.32
H67 19.08 6.15 10.40
H68 18.24 8.50 9.10
H69 19.71 7.59 8.57
H70 20.23 11.13 10.12
H71 19.41 10.17 11.33
H72 18.58 10.53 9.76
C25 26.72 9.93 14.97
C26 25.74 10.58 15.99
C27 26.50 11.34 17.01
O7 25.50 12.21 17.52
C28 25.69 12.60 18.94
N7 25.01 11.59 15.21
H73 25.57 12.27 14.69
H74 24.43 11.04 14.58
H75 24.47 12.12 15.91
H76 27.40 10.76 14.72
H77 26.18 9.51 14.11
H78 27.28 9.09 15.42
H79 25.05 9.90 16.44
H80 27.17 12.00 16.46
H81 27.10 10.82 17.84
H82 25.12 13.43 19.29
H83 26.84 12.70 19.10
H84 25.41 11.76 19.57
C29 19.69 15.01 13.56
C30 20.25 13.64 13.84
C31 21.49 13.72 14.70
O8 21.24 14.38 15.91
C32 22.37 14.53 16.79
N8 19.32 12.83 14.69
H85 18.47 12.86 14.19
H86 19.62 11.85 14.72
H87 19.16 13.22 15.66
H88 19.77 15.57 14.52
H89 18.65 15.11 13.17
H90 20.27 15.55 12.86
H91 20.49 13.04 12.96
H92 22.33 14.20 14.12
H93 21.89 12.66 14.89
H94 22.98 13.60 16.96
H95 21.96 14.83 17.74
H96 23.07 15.36 16.50
B1 25.12 14.91 13.33
F1 24.41 14.35 12.28
F2 24.54 16.14 13.64
F3 25.15 14.11 14.43
F4 26.47 15.10 12.96
B2 15.21 12.36 12.99
F5 16.40 12.90 13.34
F6 14.19 13.28 12.79
F7 15.30 11.66 11.84
F8 14.84 11.47 14.02
C33 21.58 8.08 15.19
F9 20.52 7.36 14.79
F10 21.53 8.47 16.46
F11 22.71 7.37 15.08
S1 21.80 9.45 14.06
O9 22.12 8.70 12.85
O10 20.54 10.24 14.01
O11 22.95 10.12 14.69
C34 19.32 18.18 10.53
F12 19.67 16.91 10.36
F13 20.41 18.84 10.89
F14 18.92 18.74 9.31
S2 17.92 18.24 11.72
O12 17.00 17.35 11.08
O13 18.59 17.71 12.89
O14 17.63 19.65 11.76
C35 18.00 15.90 19.37
F15 19.08 16.65 19.51
F16 18.09 14.97 20.25
F17 17.01 16.67 19.67
S3 17.70 15.23 17.67
O15 18.38 13.96 17.56
O16 16.25 15.20 17.64
O17 18.28 16.36 16.94

---

13 unconnected molecules or ions with the total composition C36H104N6O18 in a non-equilibrium geometry, computed with wB97M-V/def2-TZVPD.

## Properties
Total charge: -1
Electronic energy (eV): -84803.885
LUMO (alpha / beta) (eV): 1.8 / 1.7
Spin multiplicity: 2
HOMO-LUMO gap (alpha / beta) (eV): 1.53 / 8.78

CARTESIAN COORDINATES (ANGSTROEM)
C1 4.67 4.38 -3.53
C2 4.02 3.27 -4.43
O1 4.71 2.02 -4.33
O2 4.28 5.65 -4.08
H1 5.76 4.35 -3.53
H2 4.29 4.29 -2.51
H3 4.01 3.54 -5.49
H4 2.97 3.08 -4.22
H5 4.31 1.52 -5.05
H6 5.04 6.23 -4.19
C3 -0.55 -1.99 -5.12
C4 -1.81 -1.87 -4.16
O3 -1.61 -1.00 -3.04
O4 -0.28 -0.70 -5.74
H7 -0.65 -2.74 -5.91
H8 0.22 -2.36 -4.45
H9 -1.94 -2.86 -3.72
H10 -2.67 -1.55 -4.75
H11 -2.52 -0.86 -2.76
H12 -0.86 -0.59 -6.50
C5 0.61 -4.98 4.42
C6 0.15 -5.09 5.88
O5 -0.47 -6.36 5.94
O6 1.61 -5.87 4.02
H13 1.00 -3.97 4.29
H14 -0.29 -5.05 3.81
H15 -0.56 -4.26 5.98
H16 0.89 -5.06 6.68
H17 -0.43 -6.79 5.08
H18 1.17 -6.72 3.96
C7 2.50 5.36 1.82
C8 1.05 4.87 1.79
O7 0.08 5.73 2.29
O8 3.29 4.59 0.97
H19 2.76 5.33 2.87
H20 2.50 6.42 1.56
H21 0.95 3.92 2.33
H22 0.73 4.69 0.76
H23 -0.09 5.36 3.16
H24 4.13 5.03 0.85
C9 -0.27 3.82 -4.21
C10 -0.47 2.34 -4.70
O9 0.63 1.52 -4.48
O10 -1.34 4.59 -4.73
H25 0.68 4.22 -4.56
H26 -0.14 3.94 -3.14
H27 -0.84 2.26 -5.72
H28 -1.34 1.94 -4.18
H29 0.30 0.67 -4.77
H30 -1.20 5.51 -4.48
C11 3.78 -2.79 -1.67
O11 3.52 -1.98 -2.80
H31 4.70 -3.29 -1.97
H32 3.92 -2.21 -0.77
H33 2.99 -3.53 -1.52
H34 2.93 -1.24 -2.60
C12 -1.45 -0.50 5.52
O12 -0.88 -1.77 5.51
H35 -1.91 -0.26 6.48
H36 -0.68 0.24 5.30
H37 -2.27 -0.51 4.81
H38 -0.10 -1.73 6.07
C13 -5.16 -6.35 2.73
C14 -5.34 -5.02 1.93
C15 -4.01 -4.59 1.23
O13 -2.98 -4.25 2.16
C16 -1.82 -4.05 1.44
N1 -6.26 -5.46 0.88
H39 -4.92 -7.26 2.18
H40 -6.09 -6.59 3.25
H41 -4.40 -6.09 3.46
H42 -5.74 -4.21 2.55
H43 -4.26 -3.84 0.48
H44 -3.69 -5.45 0.64
H45 -1.08 -3.68 2.16
H46 -1.95 -3.30 0.66
H47 -1.31 -4.90 0.98
H48 -5.81 -6.13 0.26
H49 -6.45 -4.66 0.29
C17 1.99 1.58 -7.66
C18 3.00 0.42 -7.46
C19 4.25 0.39 -8.38
O14 3.80 -0.14 -9.61
C20 4.83 -0.56 -10.52
N2 3.27 0.38 -6.04
H50 1.54 1.66 -8.66
H51 2.32 2.61 -7.50
H52 1.16 1.39 -6.98
H53 2.32 -0.38 -7.77
H54 5.10 -0.17 -7.97
H55 4.70 1.37 -8.54
H56 4.41 -0.87 -11.48
H57 5.49 -1.36 -10.19
H58 5.47 0.29 -10.71
H59 3.77 -0.45 -5.75
H60 2.39 0.32 -5.56
C21 0.83 1.85 -0.91
C22 1.64 0.46 -0.80
C23 1.14 -0.63 0.19
O15 0.94 -0.18 1.54
C24 0.36 -1.06 2.50
N3 1.65 -0.02 -2.18
H61 0.90 2.37 0.05
H62 -0.20 1.69 -1.22
H63 1.27 2.55 -1.62
H64 2.66 0.66 -0.49
H65 1.91 -1.40 0.27
H66 0.26 -1.20 -0.08
H67 1.00 -1.87 2.87
H68 -0.54 -1.52 2.10
H69 0.08 -0.51 3.40
H70 1.68 0.80 -2.76
H71 0.69 -0.24 -2.41
C25 -7.99 0.30 1.68
C26 -7.34 -0.26 0.39
C27 -5.98 -0.98 0.62
O16 -4.94 -0.08 0.97
C28 -3.56 -0.55 1.01
N4 -8.34 -1.15 -0.22
H72 -7.34 1.09 2.06
H73 -7.91 -0.39 2.52
H74 -8.97 0.76 1.59
H75 -7.19 0.54 -0.34
H76 -5.77 -1.51 -0.31
H77 -6.05 -1.66 1.46
H78 -2.92 0.28 1.30
H79 -3.31 -0.87 0.00
H80 -3.50 -1.42 1.66
H81 -9.19 -0.61 -0.13
H82 -8.53 -1.88 0.45
C29 5.31 2.15 2.50
C30 4.21 1.14 2.06
C31 4.11 -0.08 2.95
O17 5.26 -0.84 2.88
C32 5.13 -2.04 3.65
N5 3.00 1.93 2.12
H83 5.41 3.06 1.91
H84 6.30 1.70 2.54
H85 5.14 2.39 3.55
H86 4.39 0.83 1.03
H87 3.25 -0.71 2.74
H88 4.01 0.21 4.00
H89 4.91 -1.92 4.71
H90 6.03 -2.65 3.68
H91 4.47 -2.80 3.23
H92 2.26 1.34 1.78
H93 3.03 2.74 1.52
C33 -1.60 2.52 3.53
C34 -1.71 3.54 4.67
C35 -2.11 3.05 6.10
O18 -3.32 2.33 5.99
C36 -3.81 1.94 7.30
N6 -0.49 4.35 4.64
H94 -2.38 1.77 3.58
H95 -0.73 1.86 3.59
H96 -1.65 3.01 2.56
H97 -2.53 4.25 4.54
H98 -2.09 3.88 6.81
H99 -1.37 2.35 6.48
H100 -4.81 1.54 7.42
H101 -3.91 2.84 7.91
H102 -3.15 1.38 7.96
H103 -0.43 4.96 5.44
H104 0.36 3.80 4.66